14
Properties=species:S:1:pos:R:3 method="wB97M-V/def2-TZVPD" total_energy_ha=-378.01605 fmax_ev_per_a=6.5 relative_energy_kcal_mol=149.20 total_charge=+1 orbital_gap_ha=0.349
C -0.68 -0.63 -0.04
C 1.43 1.21 0.44
C 1.09 0.22 -0.64
N -0.77 -1.54 0.79
N -1.89 0.02 -0.67
O -1.64 0.87 -1.49
O -2.95 -0.35 -0.20
H 0.90 2.14 0.55
H 1.55 0.76 1.35
H 2.52 1.52 0.05
H 1.64 -0.74 -0.98
H 0.64 0.58 -1.50
H -0.12 -2.24 1.29
H -1.73 -1.81 1.05

15
Properties=species:S:1:pos:R:3 method="wB97M-V/def2-TZVPD" total_energy_ha=-776.58018 fmax_ev_per_a=4.3 relative_energy_kcal_mol=117.72 total_charge=-1 orbital_gap_ha="0.277 / 0.219"
C 1.74 0.73 0.42
C 0.40 1.35 0.89
C 0.52 0.02 0.14
N -1.36 -0.20 -1.35
N -0.05 -0.16 -1.16
O -2.91 -3.09 -0.11
O -3.47 -2.67 -2.52
S -2.41 -2.87 -1.53
H 2.12 1.17 -0.45
H 2.64 0.31 1.06
H 0.05 1.30 1.90
H 0.02 2.20 0.28
H 0.29 -0.75 1.01
H -1.77 0.11 -0.39
H -1.77 -1.18 -1.62

14
Properties=species:S:1:pos:R:3 method="wB97M-V/def2-TZVPD" total_energy_ha=-701.15027 fmax_ev_per_a=4.6 relative_energy_kcal_mol=46.74 total_charge=+1 orbital_gap_ha=0.356 smiles="O=C1C[NH2+]CN1S"
O 2.03 1.33 0.58
C 1.07 0.69 0.28
C 0.96 -0.20 -0.99
N -0.15 -1.16 -0.73
C -1.12 -0.50 0.14
N -0.11 0.62 0.94
S -0.59 1.39 2.35
H 0.72 0.45 -1.83
H 1.91 -0.69 -1.17
H -0.59 -1.46 -1.61
H 0.22 -1.99 -0.27
H -1.54 -1.13 0.92
H -1.87 0.08 -0.39
H -0.96 2.55 1.78

14
Properties=species:S:1:pos:R:3 method="wB97M-V/def2-TZVPD" total_energy_ha=-701.15272 fmax_ev_per_a=3.5 relative_energy_kcal_mol=45.20 total_charge=+1 orbital_gap_ha=0.373 smiles="N[C@]1(O)[NH2+]C=CS1"
N -1.84 0.16 0.79
C -0.75 -0.55 0.42
O -0.21 -1.44 1.26
N 0.55 0.71 0.39
C 1.39 0.53 -0.79
C 0.92 -0.26 -1.71
S -0.66 -0.95 -1.36
H -2.04 1.13 0.50
H -2.10 0.22 1.80
H -0.14 -2.33 0.87
H 1.21 0.64 1.20
H 0.11 1.61 0.31
H 2.27 1.12 -0.96
H 1.29 -0.60 -2.72

14
Properties=species:S:1:pos:R:3 method="wB97M-V/def2-TZVPD" total_energy_ha=-2704.38850 fmax_ev_per_a=4.5 relative_energy_kcal_mol=41.74 total_charge=+1 orbital_gap_ha=0.357 smiles="[NH3+][C@@H]1NC(=O)C[Se]1"
N 0.95 1.75 -0.41
C 0.02 0.69 0.64
N 0.59 -0.68 0.61
C -0.12 -1.70 0.07
O 0.27 -2.77 -0.14
C -1.54 -1.24 -0.42
Se -1.88 0.62 0.15
H 1.55 1.39 -1.27
H 1.64 2.09 0.30
H 0.38 2.51 -0.70
H 0.41 1.22 1.72
H 1.55 -0.73 0.93
H -1.50 -1.22 -1.58
H -2.32 -1.94 0.08

13
Properties=species:S:1:pos:R:3 method="wB97M-V/def2-TZVPD" total_energy_ha=-625.91124 fmax_ev_per_a=3.4 relative_energy_kcal_mol=38.24 total_charge=+1 orbital_gap_ha="0.311 / 0.311" smiles="[NH2+]=CNCC=S"
N 0.45 -1.92 -0.26
C 0.86 -0.98 0.53
N 0.81 0.31 0.30
C -0.15 1.07 -0.55
C -1.44 1.38 0.16
S -1.60 0.51 1.54
H 0.91 -2.79 -0.35
H -0.09 -1.69 -1.16
H 1.40 -1.16 1.43
H 1.30 0.84 1.06
H -0.38 0.46 -1.40
H 0.14 2.00 -0.89
H -2.20 1.97 -0.40

13
Properties=species:S:1:pos:R:3 method="wB97M-V/def2-TZVPD" total_energy_ha=-282.67473 fmax_ev_per_a=0.8 relative_energy_kcal_mol=62.45 total_charge=0 orbital_gap_ha=0.294
C -0.36 0.05 -1.60
N 1.16 -0.57 0.90
C 0.64 0.59 1.32
C -0.66 -0.69 -0.32
N 0.26 -1.46 0.32
N -0.55 0.82 0.82
H 1.99 -0.96 1.32
H -1.15 1.50 1.27
H 1.16 1.18 2.06
H -1.64 -1.17 -0.34
H -0.52 -0.62 -2.45
H -1.01 0.92 -1.69
H 0.67 0.41 -1.63

13
Properties=species:S:1:pos:R:3 method="wB97M-V/def2-TZVPD" total_energy_ha=-282.55566 fmax_ev_per_a=6.1 relative_energy_kcal_mol=137.17 total_charge=0 orbital_gap_ha="0.276 / 0.275"
C 1.72 0.30 -1.47
N 0.34 0.56 0.05
C -0.51 -0.27 -0.39
C -1.41 0.06 1.59
N -1.29 -0.72 -1.21
N -0.75 -0.15 2.64
H 0.88 0.28 0.86
H -0.96 -1.01 -2.12
H -1.29 -0.18 3.51
H -2.49 0.24 1.49
H 1.27 0.80 -2.33
H 1.94 -0.75 -1.61
H 2.53 0.85 -1.01

13
Properties=species:S:1:pos:R:3 method="wB97M-V/def2-TZVPD" total_energy_ha=-282.75977 fmax_ev_per_a=1.1 relative_energy_kcal_mol=9.09 total_charge=0 orbital_gap_ha=0.393 smiles=N#C[C@H](N)CN
N 2.69 1.37 -0.87
C 1.82 0.82 -0.35
C 0.70 0.09 0.29
N 0.94 -1.33 0.11
C -0.63 0.62 -0.26
N -1.74 0.07 0.52
H 0.72 0.30 1.36
H 0.57 -1.71 -0.76
H 0.67 -1.89 0.91
H -0.64 1.71 -0.16
H -0.68 0.39 -1.34
H -2.61 0.48 0.20
H -1.81 -0.93 0.36

13
Properties=species:S:1:pos:R:3 method="wB97M-V/def2-TZVPD" total_energy_ha=-282.69041 fmax_ev_per_a=4.4 relative_energy_kcal_mol=52.61 total_charge=0 orbital_gap_ha=0.372
C -1.88 -0.18 -0.18
C -0.79 0.72 -0.40
C 0.44 0.35 0.45
N -2.77 -0.87 0.02
N 0.60 -1.49 0.07
N 1.63 0.88 0.03
H -0.42 0.48 -1.39
H -1.18 1.73 -0.06
H 0.14 0.44 1.51
H 0.25 -1.64 1.00
H -0.16 -1.47 -0.59
H 1.77 0.61 -1.04
H 2.37 0.44 0.58